[1]
ORCA calculation (ωB97M-V with the def2-TZVPD basis set) on C21H56FeLi2O25PS7 as an isolated structure in a non-equilibrium geometry.

Cartesian coordinates (Å):
Li (0.3593, 2.6148, -1.9867)
Li (3.1018, 2.8479, 0.1402)
Fe (-0.9108, -0.6514, -0.7123)
P (1.0223, 0.4856, 0.0510)
O (0.0181, 1.0499, -1.0805)
O (1.0497, -0.8864, -0.6636)
O (-0.2659, 0.1780, 0.8929)
O (2.1527, 1.2594, 0.7305)
O (-5.1809, -0.1783, -1.0406)
S (-4.0664, 0.4743, -1.6799)
O (-2.7040, 0.1422, -1.3166)
O (-4.2127, 0.2670, -3.2726)
C (-5.5325, 0.2236, -3.8485)
C (-5.4910, 0.3086, -5.3672)
C (-4.3412, 2.2801, -1.5327)
H (-6.1844, 0.9930, -3.4349)
H (-5.9492, -0.7603, -3.6322)
H (-5.0225, 1.2379, -5.6969)
H (-6.5003, 0.2994, -5.7740)
H (-4.9466, -0.5451, -5.7690)
H (-5.2919, 2.5431, -1.9815)
H (-3.4340, 2.7945, -1.8349)
H (-4.3774, 2.4091, -0.4498)
O (-2.1742, 2.9170, 3.0644)
S (-1.6563, 3.5745, 1.9061)
O (-2.0567, 3.1550, 0.5655)
O (-2.0362, 5.1405, 2.0529)
C (-1.9551, 5.9871, 0.8572)
C (-1.5616, 7.3956, 1.2956)
C (0.1344, 3.6354, 1.9657)
H (-2.9778, 5.8694, 0.5030)
H (-1.2089, 5.5563, 0.1877)
H (-1.7615, 8.1133, 0.5029)
H (-0.4817, 7.4543, 1.4499)
H (-2.0281, 7.5981, 2.2565)
H (0.4227, 4.2925, 2.7816)
H (0.4080, 3.9330, 0.9555)
H (0.3924, 2.6005, 2.1932)
O (-2.1929, -1.6038, 0.5834)
S (-2.8291, -2.4027, 1.6434)
O (-2.5061, -3.7893, 1.6863)
O (-2.6143, -1.6919, 3.0652)
C (-2.5443, -0.2632, 3.1188)
C (-3.0533, 0.1397, 4.4829)
C (-4.6214, -2.3047, 1.5062)
H (-3.1897, 0.1856, 2.3604)
H (-1.5341, 0.1366, 3.0223)
H (-3.0485, 1.2270, 4.6025)
H (-2.5026, -0.1918, 5.3617)
H (-4.1100, -0.1211, 4.5722)
H (-4.9249, -3.0078, 2.2807)
H (-4.8700, -2.6591, 0.5111)
H (-4.9359, -1.3085, 1.8053)
O (6.5502, -1.0633, -2.2115)
S (5.1597, -1.3850, -2.3360)
O (4.5709, -1.7740, -3.5862)
O (4.7950, -2.5116, -1.2426)
C (5.6016, -2.5549, -0.0570)
C (4.8235, -3.2884, 1.0081)
C (4.2481, -0.0117, -1.6429)
H (5.8071, -1.5383, 0.2932)
H (6.5573, -3.0359, -0.2614)
H (4.6946, -4.3475, 0.7902)
H (3.8431, -2.8464, 1.1816)
H (5.3747, -3.1885, 1.9453)
H (3.2192, -0.0730, -1.9965)
H (4.6290, 0.9186, -2.0725)
H (4.3185, 0.0205, -0.5587)
O (-0.8383, -0.8726, -2.7661)
S (-0.2880, -1.4885, -3.9779)
O (-0.3417, -2.9075, -4.0961)
O (-1.1104, -0.9132, -5.2786)
C (-1.1891, 0.5063, -5.4676)
C (-0.8531, 0.8876, -6.9098)
C (1.3424, -0.7840, -4.2243)
H (-0.4957, 1.0854, -4.8475)
H (-2.1932, 0.8204, -5.1864)
H (-1.7317, 0.7585, -7.5438)
H (-0.0490, 0.3054, -7.3549)
H (-0.6385, 1.9545, -6.9791)
H (1.9926, -1.3665, -3.5696)
H (1.4206, 0.2253, -3.8235)
H (1.5647, -0.8112, -5.2868)
O (-0.5868, -5.3714, -0.7513)
S (0.0935, -4.1451, -0.4385)
O (-0.4214, -2.8488, -0.8495)
O (0.2650, -4.1117, 1.1925)
C (0.8800, -3.0282, 1.8560)
C (1.6196, -3.5833, 3.0542)
C (1.8416, -4.3180, -0.9119)
H (0.1051, -2.3509, 2.2292)
H (1.5993, -2.4546, 1.2686)
H (2.1566, -2.8161, 3.6191)
H (2.3891, -4.2769, 2.7160)
H (0.9464, -4.0314, 3.7840)
H (2.0932, -5.2584, -0.4337)
H (2.3197, -3.4036, -0.5714)
H (1.8698, -4.3093, -2.0002)
O (5.5846, -0.0293, 5.4201)
S (4.5429, -0.2973, 4.4855)
O (3.9606, -1.6010, 4.3246)
O (3.3426, 0.7827, 4.8358)
C (2.1449, 0.6704, 4.0554)
C (0.9397, 1.0429, 4.8928)
C (4.9873, 0.3054, 2.8047)
H (2.0873, -0.3593, 3.6969)
H (2.1476, 1.3573, 3.2051)
H (0.0052, 0.9079, 4.3424)
H (0.9442, 2.1248, 5.0550)
H (0.9074, 0.5354, 5.8536)
H (6.0495, 0.1374, 2.6404)
H (4.7443, 1.3566, 2.6733)
H (4.3829, -0.3005, 2.1306)

Cartesian forces (eV/Å) of the 3 atoms listed first:
-0.88 -0.78 0.17
-0.04 -0.92 0.75
-1.14 -2.42 0.31

Output
<S²> = 8.76
Relative energy (zero: lowest compared OMol25 entry of this formula, charge and spin) = 60.9 kcal/mol
2S+1 = 6
Gap between HOMO and LUMO (alpha / beta) = 7.0758 / 6.8406 eV
E_LUMO (alpha / beta) = -7.84 / -7.87 eV
Molar mass = 1033.824 g mol⁻¹
Charge = +2
Electronic energy = -7121.721335 Eh
HOMO level (alpha / beta) = -0.54817 / -0.54068 Ha

Atomic partial charges in e from the Löwdin method, atoms 1 to 6: Li 0.774; Li 0.811; Fe 1.002; P 0.184; O -0.526; O -0.352

***

[2]
ORCA calculation (ωB97M-V with the def2-TZVPD basis set) on a 5-piece molecular cluster, C21H56N4O6 overall in a non-equilibrium geometry.

Cartesian coordinates (Å):
C (-3.9592, 0.3138, 1.5006)
O (-3.7792, 1.7453, 1.5638)
C (-2.5663, 2.3809, 1.9986)
C (-2.5953, 3.9203, 1.6992)
N (-2.0402, 4.6980, 2.7969)
C (-1.7903, 6.1097, 2.4460)
C (-0.8048, 6.3193, 1.2208)
O (-1.5755, 6.2057, 0.0224)
C (-0.9057, 6.7399, -1.0497)
H (-3.3278, -0.1309, 0.7313)
H (-4.9977, 0.0792, 1.2672)
H (-3.6539, -0.2885, 2.3562)
H (-1.7690, 1.8838, 1.4461)
H (-2.4861, 2.1283, 3.0559)
H (-3.6195, 4.2402, 1.5074)
H (-2.1361, 4.0454, 0.7186)
H (-2.6667, 4.5787, 3.5801)
H (-1.2039, 6.6571, 3.1840)
H (-2.7596, 6.6069, 2.4092)
H (-0.0505, 5.5406, 1.1079)
H (-0.3307, 7.2968, 1.3095)
H (-1.3270, 6.2425, -1.9233)
H (0.1621, 6.5429, -0.9548)
H (-1.1204, 7.8085, -1.0661)
C (2.3210, 2.0977, 1.5198)
C (1.3877, 1.5029, 2.6170)
C (2.1417, 0.5300, 3.5751)
O (3.0258, -0.2675, 2.7530)
C (2.4837, -1.5479, 2.2553)
N (0.6591, 2.6357, 3.2014)
H (1.7258, 2.8482, 0.9995)
H (2.4587, 1.3274, 0.7609)
H (3.2167, 2.5148, 1.9799)
H (0.5931, 0.9997, 2.0659)
H (1.5765, -0.1204, 4.2426)
H (2.7217, 1.0284, 4.3518)
H (2.4723, -1.5744, 1.1656)
H (1.6547, -1.8462, 2.8970)
H (3.2758, -2.2873, 2.3738)
H (-0.0417, 2.9823, 2.5619)
H (1.2737, 3.3595, 3.5456)
C (0.1858, -0.5201, -5.1640)
C (-0.9856, 0.4726, -5.4632)
C (-2.2410, 0.4550, -4.4822)
O (-3.0537, -0.6519, -4.8496)
C (-4.3461, -0.7808, -4.2201)
N (-0.4502, 1.7810, -5.8068)
H (-0.1771, -1.5359, -5.0071)
H (0.6823, -0.3108, -4.2165)
H (1.0233, -0.5261, -5.8616)
H (-1.4494, 0.0881, -6.3716)
H (-2.8453, 1.3449, -4.6586)
H (-1.8994, 0.4959, -3.4479)
H (-5.0539, -0.4114, -4.9622)
H (-4.3741, -0.2981, -3.2431)
H (-4.6148, -1.8223, -4.0439)
H (0.3181, 2.1340, -5.2544)
H (-1.2173, 2.4362, -5.7586)
C (4.0994, -5.3752, -0.8815)
C (4.4591, -4.9946, 0.6261)
C (3.4944, -5.5735, 1.7398)
O (2.2315, -4.8913, 1.6949)
C (1.0744, -5.5608, 2.2702)
N (5.8421, -5.3409, 0.9081)
H (4.6979, -6.2182, -1.2267)
H (4.5692, -4.6131, -1.5032)
H (3.0759, -5.3490, -1.2555)
H (4.4258, -3.9182, 0.7945)
H (3.9609, -5.4229, 2.7134)
H (3.3200, -6.6415, 1.6097)
H (0.1659, -4.9717, 2.3953)
H (1.4207, -5.9301, 3.2355)
H (0.7959, -6.4007, 1.6336)
H (6.1631, -5.1672, 1.8498)
H (6.4748, -4.7661, 0.3702)
C (-0.5811, -3.4066, -1.0272)
C (-0.8965, -2.1119, -0.2311)
C (-1.1995, -0.9601, -1.1502)
O (-2.0815, -2.4089, 0.5265)
H (0.4955, -3.3800, -1.1955)
H (-1.1481, -3.6031, -1.9371)
H (-0.5811, -4.3176, -0.4287)
H (-0.0350, -1.7784, 0.3474)
H (-1.2232, -0.0921, -0.4912)
H (-2.0212, -1.1889, -1.8288)
H (-0.2883, -0.7174, -1.6969)
H (-1.8555, -3.0977, 1.1559)

Cartesian forces (eV/Å) of the 3 atoms listed first:
1.22 -0.05 -0.42
-0.74 0.71 -0.06
-1.46 -1.38 -0.15

Output
<S²> = 0.76
Relative energy (zero: lowest compared OMol25 entry of this formula, charge and spin) = 26.7 kcal/mol
2S+1 = 2
Gap between HOMO and LUMO (alpha / beta) = 8.3558 / 2.6751 eV
E_LUMO (alpha / beta) = -2.33 / -8.02 eV
Molar mass = 460.701 g mol⁻¹
Charge = +1
Electronic energy = -1503.621230 Eh
HOMO level (alpha / beta) = -0.39286 / -0.39286 Ha

Atomic partial charges in e from the Löwdin method, atoms 1 to 6: C -0.069; O -0.202; C -0.186; C -0.144; N 0.045; C -0.115

***

[3]
ORCA calculation (ωB97M-V with the def2-TZVPD basis set) on C21H57Ag2NO21P3 as an isolated structure in a non-equilibrium geometry.

Cartesian coordinates (Å):
Ag (11.7961, 14.3826, -8.3643)
Ag (10.8279, 13.2229, -2.9111)
N (8.1793, 11.5115, -6.1349)
O (9.3824, 11.4172, -6.2153)
O (7.7963, 12.0486, -5.0843)
O (7.4016, 11.0333, -6.9077)
C (7.3798, 17.9700, 1.5833)
O (6.5279, 17.2410, 0.7471)
P (7.0152, 16.7161, -0.7138)
O (8.1580, 15.7811, -0.6827)
O (5.6632, 16.0438, -1.3652)
C (5.1119, 14.8341, -0.9356)
O (7.2420, 18.1004, -1.5250)
C (7.7204, 17.9800, -2.8378)
H (7.0067, 18.9941, 1.5840)
H (8.3760, 17.9161, 1.1443)
H (7.3448, 17.5401, 2.5844)
H (5.8962, 14.0912, -0.7904)
H (4.5352, 14.3893, -1.7465)
H (4.4749, 14.8813, -0.0524)
H (8.7321, 18.3826, -2.8881)
H (7.0130, 18.5317, -3.4568)
H (7.8375, 17.0000, -3.3004)
C (17.7977, 9.8587, -0.5714)
O (16.5590, 10.5145, -0.4264)
P (15.3463, 10.0466, -1.4187)
O (14.1134, 10.8933, -1.2416)
O (16.0621, 10.1759, -2.9059)
C (15.3063, 10.4357, -4.0687)
O (15.2564, 8.4645, -1.1557)
C (14.1560, 7.7421, -1.5871)
H (17.7956, 9.1013, -1.3552)
H (18.0045, 9.2808, 0.3294)
H (18.6057, 10.5622, -0.7722)
H (14.2427, 10.5401, -3.8542)
H (15.2783, 9.5696, -4.7299)
H (15.5939, 11.3475, -4.5920)
H (14.4856, 6.7032, -1.6007)
H (13.6922, 8.0709, -2.5171)
H (13.3425, 7.8444, -0.8689)
C (5.8571, 15.6337, -12.1708)
O (5.3419, 16.3218, -11.0831)
P (6.2081, 16.7305, -9.7480)
O (7.4295, 15.9195, -9.4190)
O (6.5020, 18.3295, -9.8553)
C (5.6120, 19.3222, -10.2325)
O (5.0826, 16.6378, -8.5797)
C (4.3499, 15.4145, -8.4885)
H (5.8620, 16.2314, -13.0823)
H (5.3258, 14.7033, -12.3712)
H (6.8948, 15.3174, -12.0652)
H (5.4813, 19.9955, -9.3853)
H (4.6248, 18.9221, -10.4633)
H (5.9814, 19.8838, -11.0906)
H (4.6566, 14.5866, -9.1276)
H (3.2901, 15.5791, -8.6832)
H (4.3903, 15.0747, -7.4536)
C (-1.5921, 7.1687, -12.8523)
O (-0.7513, 7.4895, -11.7454)
C (0.6440, 7.7442, -12.1210)
C (1.3516, 8.3109, -10.8513)
O (1.2919, 7.3582, -9.7931)
C (2.4606, 6.5424, -9.6973)
H (-1.1159, 6.4761, -13.5464)
H (-1.9084, 8.0620, -13.3908)
H (-2.4519, 6.7209, -12.3540)
H (0.7302, 8.3045, -13.0519)
H (1.0814, 6.7702, -12.3404)
H (0.8672, 9.2074, -10.4642)
H (2.2916, 8.7660, -11.1634)
H (2.3007, 5.7204, -8.9995)
H (3.2859, 7.1580, -9.3397)
H (2.7293, 5.9527, -10.5738)
C (9.2980, 4.0193, -2.0040)
O (9.7973, 4.2184, -3.2980)
C (10.4276, 3.2226, -4.0641)
C (11.0722, 3.5681, -5.4168)
O (10.1287, 4.2148, -6.2512)
C (10.0375, 5.5953, -6.1347)
H (8.9181, 4.9250, -1.5312)
H (10.1380, 3.7488, -1.3643)
H (8.6496, 3.1460, -1.9321)
H (9.6681, 2.4668, -4.2643)
H (11.1920, 2.7436, -3.4522)
H (11.3158, 2.6057, -5.8669)
H (11.9964, 4.1221, -5.2525)
H (9.5369, 5.8702, -5.2063)
H (9.3555, 5.9221, -6.9197)
H (11.0114, 6.0757, -6.2288)
C (1.1018, 3.7474, 0.5802)
O (1.6137, 4.5744, -0.4839)
C (2.9289, 4.2522, -0.9418)
C (3.3614, 5.1064, -2.0883)
O (3.5433, 6.5228, -1.7642)
C (3.8517, 7.2241, -2.9824)
H (0.1301, 4.1127, 0.9124)
H (1.7568, 3.7311, 1.4514)
H (0.8448, 2.7396, 0.2542)
H (2.9444, 3.1964, -1.2123)
H (3.6396, 4.2791, -0.1158)
H (2.5367, 5.0270, -2.7965)
H (4.1770, 4.6050, -2.6095)
H (4.6658, 6.7538, -3.5341)
H (4.1316, 8.2551, -2.7664)
H (3.0230, 7.1540, -3.6870)

Cartesian forces (eV/Å) of the 3 atoms listed first:
-0.44 -0.19 -0.08
-0.60 -0.35 -0.05
-0.95 0.10 2.45

Output
Relative energy (zero: lowest compared OMol25 entry of this formula, charge and spin) = 232.7 kcal/mol
Gap between HOMO and LUMO = 2.9309 eV
E_LUMO = -6.86 eV
Molar mass = 968.331 g mol⁻¹
Charge = +1
Electronic energy = -3786.596004 Eh
HOMO level = -0.35994 Ha

Atomic partial charges in e from the Löwdin method, atoms 1 to 6: Ag 0.935; Ag 0.938; N -0.713; O -0.105; O -0.088; O 0.023

***

[4]
ORCA calculation (ωB97M-V with the def2-TZVPD basis set) on C21H57Br9N12O14P2 as an isolated structure in a non-equilibrium geometry.

Cartesian coordinates (Å):
C (-1.9114, -0.6578, -3.8736)
N (-3.0727, -1.0462, -4.6966)
O (-2.8645, -1.4264, -5.8296)
O (-4.1988, -0.9498, -4.2481)
H (-1.8471, -1.4421, -3.1222)
H (-2.1951, 0.2802, -3.3922)
H (-1.0206, -0.4680, -4.4554)
C (3.4484, 0.7792, -2.0112)
N (4.4318, 0.9871, -0.8960)
O (5.1717, 0.0727, -0.6067)
O (4.3728, 2.0454, -0.3016)
H (2.4328, 0.8395, -1.6244)
H (3.5953, -0.2368, -2.3598)
H (3.6643, 1.5609, -2.7325)
C (-6.7275, -0.0185, -2.2476)
N (-5.8149, -0.2775, -1.1083)
O (-5.9580, -1.2467, -0.4037)
O (-4.9471, 0.5638, -0.9246)
H (-6.2782, 0.8557, -2.7124)
H (-7.7178, 0.1374, -1.8359)
H (-6.6605, -0.7598, -3.0404)
C (2.9141, -4.3265, 4.8125)
N (1.7053, -5.0928, 5.2371)
O (0.9073, -4.5472, 5.9616)
O (1.6824, -6.2521, 4.8983)
H (3.7407, -5.0281, 4.8613)
H (3.0956, -3.5065, 5.5009)
H (2.7660, -3.9648, 3.8030)
C (6.5478, -2.7952, 1.7786)
N (6.6068, -2.0820, 3.0813)
O (5.5606, -1.5927, 3.4834)
O (7.6862, -1.9652, 3.6269)
H (7.5814, -2.8408, 1.4388)
H (6.0436, -2.1606, 1.0563)
H (6.1727, -3.8055, 1.8963)
C (2.6605, -2.9935, -0.9802)
N (3.8413, -3.6792, -0.3959)
O (3.6788, -4.4499, 0.5376)
O (4.9326, -3.4989, -0.9035)
H (2.6064, -1.9469, -0.6852)
H (1.8066, -3.5509, -0.6111)
H (2.8320, -3.0084, -2.0530)
O (-2.0966, 2.7499, -3.9777)
P (-1.7379, 4.0086, -3.2758)
N (-2.5710, 4.1732, -1.8479)
C (-2.7491, 5.4161, -1.1393)
C (-2.8177, 2.9939, -1.0177)
N (-1.9833, 5.3520, -4.2257)
C (-3.3798, 5.5042, -4.6806)
C (-0.9895, 5.6182, -5.2548)
N (-0.0936, 3.9707, -2.8978)
C (0.8202, 2.9669, -3.4226)
C (0.5104, 5.0739, -2.1595)
H (-1.8794, 5.8101, -0.6074)
H (-3.6196, 5.4714, -0.4784)
H (-3.0849, 6.1764, -1.8593)
H (-2.1660, 3.0546, -0.1391)
H (-2.7971, 2.0580, -1.5663)
H (-3.8342, 3.0600, -0.6172)
H (-3.4678, 4.8256, -5.5417)
H (-4.0607, 5.4032, -3.8455)
H (-3.5132, 6.4557, -5.2060)
H (-1.2675, 6.5209, -5.7999)
H (-0.0207, 5.7719, -4.7853)
H (-0.9726, 4.7992, -5.9854)
H (1.8233, 3.1239, -3.0243)
H (0.4861, 1.9760, -3.1110)
H (0.8966, 3.0790, -4.5089)
H (0.8235, 4.7255, -1.1668)
H (-0.1342, 5.9469, -2.0975)
H (1.4709, 5.3602, -2.6046)
O (0.8765, -0.4095, -0.5024)
P (0.4370, -0.1640, 0.9043)
N (0.8478, 1.3685, 1.3845)
C (1.1284, 2.4112, 0.4195)
C (0.7278, 1.9570, 2.7398)
N (1.2234, -1.2122, 1.9800)
C (0.7640, -2.5990, 2.0450)
C (2.6530, -1.0050, 2.1931)
N (-1.1688, -0.4309, 1.2145)
C (-2.1398, -0.9652, 0.2538)
C (-1.5728, -0.5967, 2.6115)
H (2.1358, 2.8145, 0.5762)
H (0.3572, 3.1786, 0.5547)
H (1.1322, 2.1231, -0.6286)
H (1.7125, 2.2857, 3.0650)
H (0.3408, 1.1961, 3.4065)
H (0.0050, 2.7685, 2.6594)
H (-0.1550, -2.7188, 1.4691)
H (1.4716, -3.2995, 1.5974)
H (0.5729, -2.8152, 3.0969)
H (3.2432, -1.5089, 1.4234)
H (2.8118, -0.0052, 2.5859)
H (2.9784, -1.6010, 3.0590)
H (-2.2189, -2.0434, 0.4212)
H (-3.1120, -0.5490, 0.5261)
H (-1.9275, -0.6622, -0.7649)
H (-0.7431, -0.3369, 3.2576)
H (-1.9381, -1.5878, 2.8879)
H (-2.4241, 0.0561, 2.8312)
C (-3.5356, -4.5943, 2.8725)
Br (-4.9242, -5.8601, 3.4729)
Br (-2.1945, -4.4705, 4.3153)
Br (-4.3239, -2.8732, 2.3946)
H (-3.0621, -4.9790, 1.9806)
C (-0.7841, -6.1609, -0.6013)
Br (-0.3868, -6.9436, -2.3482)
Br (-1.7709, -4.5158, -0.8018)
Br (0.8676, -6.0473, 0.4893)
H (-1.3926, -6.8603, -0.0473)
C (1.0576, -0.0251, 6.8821)
Br (2.1710, 0.0052, 5.3726)
Br (-0.1186, -1.6437, 6.8387)
Br (-0.0838, 1.5090, 7.0233)
H (1.5962, -0.1401, 7.8116)

Cartesian forces (eV/Å) of the 3 atoms listed first:
-0.61 0.63 1.03
-0.42 0.12 -1.48
0.45 -0.14 -0.05

Output
Gap between HOMO and LUMO = 8.3222 eV
E_LUMO = -0.46 eV
Molar mass = 1482.841 g mol⁻¹
Electronic energy = -26393.091799 Eh
HOMO level = -0.32281 Ha

Atomic partial charges in e from the Löwdin method, atoms 1 to 6: C 0.045; N -0.442; O 0.071; O 0.045; H 0.091; H 0.071

***

Question: Which of these has the highest molar mass?
Answer: C21H57Br9N12O14P2